This record from the Open Molecules 2025 dataset describes a structure of composition C17H20N2O5 in a non-equilibrium geometry. The level of theory is ωB97M-V with the def2-TZVPD basis set.

XYZ file:
```
44
Properties=species:S:1:pos:R:3
C 5.69 1.36 1.71
C 4.12 1.53 1.30
H 4.00 2.09 0.27
H 3.63 2.04 2.13
O 3.71 0.40 1.24
C 2.48 0.05 1.12
O 1.72 0.86 1.20
C 2.11 -1.29 0.83
N 0.76 -1.47 0.46
C 0.20 -1.19 -0.74
C -0.97 -1.21 -1.18
C -1.63 -0.75 -2.37
O -3.01 -0.85 -2.32
O -0.99 -0.33 -3.32
C -1.67 0.21 -4.46
H -0.90 0.44 -5.00
H -2.58 0.77 -4.06
H -2.09 -0.87 -4.82
C -2.15 -1.35 -0.06
N -1.42 -2.23 1.17
C -0.10 -1.95 1.49
O 0.42 -2.61 2.55
H -2.02 -2.51 1.83
C -2.60 -0.24 0.59
C -3.96 0.35 0.28
C -4.63 1.37 0.89
C -3.79 2.41 1.61
C -2.35 2.11 1.34
C -1.77 0.84 1.16
H -0.81 0.72 1.16
H -1.68 2.91 1.78
H -4.11 3.42 1.78
H -5.64 1.51 0.84
H -4.69 -0.53 0.21
H -2.89 -1.98 -0.24
C 1.34 -1.09 -1.97
H 1.98 -1.69 -1.88
H 0.88 -1.11 -2.71
H 1.93 -0.14 -1.56
H 2.91 -2.04 0.16
H 2.05 -1.99 1.97
H 6.00 0.62 2.66
H 6.22 2.43 1.93
H 6.30 0.97 1.06
```

The calculation puts the energy at -31156.772 eV. The spin multiplicity is 1. The frontier orbital gap comes out at 8.55 eV.

The molecule's Mulliken atomic charges, reported in e, are given here: -1.198 -0.328 0.251 0.280 -0.199 0.704 -0.473 -1.106 0.412 1.337 0.156 0.317 -0.711 -0.407 -0.760 0.394 0.279 0.290 -0.806 -0.305 0.353 -0.738 0.247 0.864 -0.832 -0.319 -0.754 -0.607 -0.411 0.834 0.264 0.385 0.513 0.178 1.136 -3.032 0.862 1.020 0.335 0.154 0.437 0.238 0.288 0.456

***

This record from the Open Molecules 2025 dataset describes a structure of composition C4H6CaLiO2 in a non-equilibrium geometry. The level of theory is ωB97M-V with the def2-TZVPD basis set.

XYZ file:
```
14
Properties=species:S:1:pos:R:3
O 1.83 -0.88 0.01
Ca 0.64 -2.26 0.82
C 1.51 0.32 -0.62
C 0.29 1.02 -0.02
H 2.36 1.03 -0.55
H 0.63 1.36 0.98
H 0.07 1.94 -0.57
H 1.33 0.18 -1.71
C -1.23 -0.22 -0.67
C -1.10 0.16 0.66
O -1.62 0.33 1.81
Li -1.78 -1.77 2.28
H -0.69 -0.64 -1.53
H -2.25 -0.57 -0.88
```

The calculation puts the energy at -26980.483 eV. As for the net charge: -1. The spin multiplicity is 1. The frontier orbital gap comes out at 3.96 eV.

The molecule's Mulliken atomic charges, reported in e, are given here: -0.785 0.092 -0.292 -0.555 0.302 0.340 0.318 0.291 -0.857 0.000 -0.603 0.229 0.299 0.222

***

This record from the Open Molecules 2025 dataset describes a cluster of 4 separate species, C19H38Br2F3N9O5PS in total in a non-equilibrium geometry. The level of theory is ωB97M-V with the def2-TZVPD basis set.

XYZ file:
```
78
Properties=species:S:1:pos:R:3
C 2.05 -3.29 1.09
C 1.16 -3.51 -0.27
N 0.26 -4.57 -0.34
C 1.23 -2.55 -1.62
P 1.75 -0.75 -1.22
O 3.46 -0.84 -0.76
C 0.68 -0.13 0.27
C -0.83 0.39 -0.21
C -1.74 -0.82 -0.84
C -1.95 -0.77 -2.47
C -2.68 0.58 -3.03
C -4.34 0.43 -3.02
C -5.00 0.55 -1.53
S -4.26 1.93 -0.46
C -5.22 2.01 1.16
N -6.73 2.06 1.29
N -6.95 2.08 2.68
C -5.59 2.02 3.40
O -4.47 2.00 2.44
C 1.49 0.38 -2.74
C 2.68 1.48 -3.00
C 2.84 2.63 -1.85
F 3.12 2.12 -0.49
Br 4.49 3.70 -2.38
C 1.62 3.72 -1.77
F 2.13 5.04 -2.31
F 0.42 3.39 -2.58
Br 1.24 4.06 0.18
H 1.43 -3.70 2.02
H 3.04 -3.94 1.00
H 2.37 -2.18 1.30
H -0.19 -4.51 -1.28
H 2.06 -2.98 -2.35
H 0.19 -2.56 -2.20
H 3.90 -1.48 -1.40
H 0.46 -0.99 1.06
H 1.26 0.71 0.88
H -0.77 1.35 -0.88
H -1.37 0.72 0.80
H -2.81 -0.74 -0.36
H -1.32 -1.91 -0.58
H -2.67 -1.68 -2.75
H -0.97 -0.93 -3.09
H -2.30 1.58 -2.55
H -2.39 0.66 -4.19
H -4.69 -0.55 -3.59
H -4.75 1.34 -3.68
H -4.91 -0.52 -1.03
H -6.14 0.80 -1.66
H -5.43 1.99 4.57
H 1.48 -0.33 -3.69
H 0.40 0.83 -2.67
H 3.67 0.88 -3.24
H 2.39 2.05 -4.01
C -0.48 3.63 3.59
O 0.39 4.48 3.49
N -1.65 3.71 2.94
N -0.34 2.55 4.38
H -2.38 3.02 3.02
H -1.80 4.51 2.34
H 0.53 2.45 4.89
H -1.05 1.84 4.48
C 6.76 3.39 1.58
O 7.72 3.37 2.33
N 6.19 2.27 1.09
N 6.18 4.53 1.17
H 5.39 2.27 0.47
H 6.59 1.39 1.38
H 6.58 5.40 1.51
H 5.39 4.57 0.55
C -1.22 -7.54 1.48
O -2.10 -7.45 0.64
N -1.33 -8.34 2.56
N -0.07 -6.86 1.41
H -0.62 -8.42 3.27
H -2.19 -8.87 2.66
H 0.06 -6.25 0.61
H 0.67 -6.92 2.10
```

The calculation puts the energy at -212313.972 eV. As for the net charge: +1. The spin multiplicity is 1. The frontier orbital gap comes out at 7.60 eV.

The molecule's Mulliken atomic charges, reported in e, are given here: -0.950 0.238 -0.497 -0.322 0.281 -0.486 -0.643 -0.239 -0.200 -0.392 -0.441 -0.793 -0.622 -0.065 0.197 -0.174 -0.299 -0.034 -0.138 -0.407 -0.965 0.000 -0.072 -0.029 0.726 -0.248 -0.232 -0.112 0.292 0.339 0.258 0.213 0.453 0.340 0.382 0.456 0.359 -0.010 0.209 0.265 0.147 0.360 0.095 0.193 0.281 0.317 0.313 0.331 0.454 0.318 0.486 0.062 0.427 0.438 0.597 -0.652 -0.233 -0.373 0.172 0.200 0.222 0.149 0.611 -0.664 -0.318 -0.296 0.142 0.153 0.204 0.124 0.606 -0.658 -0.382 -0.269 0.164 0.232 0.253 0.155

***

This record from the Open Molecules 2025 dataset describes a structure of composition C22H22N5O2SSc. The level of theory is ωB97M-V with the def2-TZVPD basis set.

XYZ file:
```
53
Properties=species:S:1:pos:R:3
Sc 0.42 0.24 -0.66
O -0.11 0.09 1.19
C -0.86 -0.70 1.97
C -1.12 -0.30 3.28
C -1.92 -1.06 4.11
C -2.48 -2.25 3.64
C -2.21 -2.66 2.36
C -1.39 -1.91 1.50
C -1.07 -2.40 0.17
N -0.41 -1.75 -0.80
C -0.35 -2.60 -1.90
C -0.98 -3.76 -1.59
N -1.42 -3.62 -0.30
H -0.66 0.62 3.64
H -2.11 -0.74 5.13
H -3.11 -2.85 4.28
H -2.65 -3.59 2.02
H 0.12 -2.31 -2.82
H -1.14 -4.66 -2.16
H -1.89 -4.33 0.23
C 2.07 0.32 -4.85
C 1.92 0.90 -3.48
O 1.12 0.41 -2.65
N 2.68 1.94 -3.14
C 2.59 2.58 -1.83
C 3.26 1.78 -0.73
C 4.57 2.04 -0.37
C 5.15 1.30 0.65
C 4.40 0.32 1.28
C 3.10 0.13 0.88
N 2.53 0.83 -0.11
H 1.19 -0.28 -5.08
H 2.95 -0.32 -4.88
H 2.19 1.10 -5.60
H 3.30 2.32 -3.83
H 1.55 2.77 -1.59
H 3.08 3.55 -1.92
H 5.12 2.82 -0.87
H 6.18 1.49 0.94
H 4.81 -0.27 2.09
H 2.47 -0.60 1.37
S -1.29 1.98 -1.25
C -2.50 1.55 -0.07
N -2.53 2.20 1.11
C -3.43 1.95 2.09
C -4.39 1.00 1.91
C -4.40 0.30 0.70
C -3.47 0.57 -0.28
H -1.81 2.89 1.27
H -3.34 2.55 2.99
H -5.11 0.80 2.68
H -5.16 -0.45 0.52
H -3.47 0.05 -1.23
```

The calculation puts the energy at -66245.813 eV. As for the net charge: +2. The spin multiplicity is 1. The frontier orbital gap comes out at 7.94 eV.

The molecule's Mulliken atomic charges, reported in e, are given here: 1.112 -0.232 0.545 -0.335 -0.635 -0.899 -1.257 0.661 0.355 0.146 -0.615 -0.716 -0.076 0.580 0.467 0.469 0.374 0.476 0.439 0.175 -1.448 0.717 -0.457 -0.013 -1.129 0.969 -0.857 -0.297 -0.863 -0.101 0.124 0.335 0.332 0.452 0.273 0.023 0.613 0.452 0.442 0.448 0.435 -0.451 0.476 0.147 -0.330 -0.555 -0.343 -0.539 0.265 0.425 0.476 0.455 0.488

***

This record from the Open Molecules 2025 dataset describes a cluster of 7 separate species, C39H45N8O in total. The level of theory is ωB97M-V with the def2-TZVPD basis set.

XYZ file:
```
93
Properties=species:S:1:pos:R:3
C -2.28 3.13 -0.47
C -0.87 2.99 0.07
O -0.44 1.61 0.14
C 0.27 1.18 -0.93
C -0.38 0.85 -2.10
N 0.30 0.40 -3.18
C 1.62 0.27 -3.16
C 2.34 -0.19 -4.39
C 2.32 0.57 -2.00
C 1.67 1.01 -0.86
C 2.45 1.27 0.40
N 2.33 2.66 0.89
H -2.31 3.11 -1.55
H -2.92 2.35 -0.08
H -2.67 4.10 -0.16
H -0.80 3.42 1.06
H -0.19 3.53 -0.58
H -1.45 0.94 -2.15
H -0.25 0.17 -4.00
H 1.66 -0.66 -5.09
H 3.14 -0.85 -4.09
H 2.78 0.67 -4.87
H 3.39 0.44 -1.99
H 3.49 1.06 0.17
H 2.15 0.54 1.16
H 3.27 3.04 0.89
H 1.85 3.19 0.18
N -4.12 -1.60 -1.55
C -5.44 -1.74 -1.47
C -6.22 -1.15 -0.48
C -5.59 -0.36 0.47
C -4.21 -0.20 0.40
C -3.53 -0.84 -0.63
H -5.89 -2.37 -2.22
H -7.29 -1.31 -0.45
H -6.16 0.11 1.26
H -3.68 0.40 1.12
H -2.45 -0.75 -0.72
N -8.81 -0.89 1.48
C -9.68 -1.55 2.25
C -10.76 -0.96 2.87
C -10.96 0.40 2.69
C -10.08 1.10 1.89
C -9.02 0.41 1.31
H -9.48 -2.61 2.38
H -11.43 -1.54 3.49
H -11.80 0.90 3.15
H -10.20 2.16 1.71
H -8.31 0.92 0.67
N -6.98 -4.85 3.87
C -6.69 -6.05 3.38
C -6.21 -6.26 2.09
C -6.04 -5.16 1.26
C -6.35 -3.90 1.76
C -6.81 -3.80 3.06
H -6.84 -6.88 4.05
H -5.99 -7.26 1.74
H -5.68 -5.28 0.25
H -6.23 -3.01 1.15
H -7.06 -2.83 3.49
N 5.50 4.66 -0.23
C 5.74 3.50 -0.82
C 6.26 3.37 -2.09
C 6.56 4.52 -2.80
C 6.32 5.75 -2.20
C 5.79 5.77 -0.92
H 5.50 2.61 -0.23
H 6.44 2.39 -2.52
H 6.97 4.47 -3.80
H 6.54 6.68 -2.71
H 5.59 6.70 -0.41
N 4.44 -1.84 -1.76
C 5.67 -1.76 -2.26
C 6.75 -2.46 -1.76
C 6.54 -3.31 -0.69
C 5.26 -3.43 -0.17
C 4.25 -2.68 -0.73
H 5.80 -1.07 -3.09
H 7.74 -2.34 -2.19
H 7.37 -3.86 -0.26
H 5.06 -4.08 0.68
H 3.24 -2.72 -0.35
N 6.86 1.03 0.87
C 7.35 1.82 1.82
C 8.18 1.38 2.84
C 8.52 0.04 2.88
C 8.01 -0.80 1.90
C 7.19 -0.26 0.93
H 7.06 2.87 1.75
H 8.55 2.08 3.58
H 9.16 -0.34 3.66
H 8.25 -1.86 1.90
H 6.78 -0.88 0.14
```

The calculation puts the energy at -55134.356 eV. As for the net charge: +1. The spin multiplicity is 1. The frontier orbital gap comes out at 7.47 eV.

The molecule's Mulliken atomic charges, reported in e, are given here: -1.113 -0.349 -0.445 -0.319 -0.001 0.115 -0.012 -1.351 -0.588 1.070 -0.325 -0.607 0.311 0.090 0.439 0.489 0.343 0.568 0.342 0.383 0.267 0.338 0.366 0.061 0.327 0.376 0.198 -0.644 -0.255 -0.245 0.157 -0.817 -0.705 0.407 0.341 0.390 0.575 0.771 -0.111 -0.193 -0.764 -0.114 -0.868 0.107 0.483 0.369 0.386 0.366 0.350 -0.585 -0.290 -0.387 -0.400 0.336 -0.581 0.347 0.373 0.405 0.289 0.506 -0.465 0.069 -0.756 -0.443 -0.329 -0.343 0.720 0.423 0.399 0.387 0.384 -0.210 0.073 -0.876 -0.138 -0.638 -0.177 0.353 0.373 0.453 0.395 0.416 -0.134 -0.127 -0.650 -0.378 -0.569 0.077 0.341 0.403 0.386 0.378 0.233

***

This record from the Open Molecules 2025 dataset describes a cluster of 2 separate species, C13H31BNO11PS2 in total in a non-equilibrium geometry. The level of theory is ωB97M-V with the def2-TZVPD basis set.

XYZ file:
```
60
Properties=species:S:1:pos:R:3
C -3.66 0.19 -5.87
C -3.15 -0.96 -5.00
O -2.42 -0.38 -3.87
B -1.09 -0.70 -3.96
O -0.36 -0.15 -4.99
N -0.37 -1.60 -2.97
S 0.43 -2.87 -3.96
C 0.76 -0.94 -2.22
C 0.43 0.44 -1.66
C 1.02 1.62 -2.49
C 2.55 1.49 -2.66
S 3.05 1.14 -4.35
O 2.10 1.62 -5.31
O 3.26 -0.27 -4.55
O 4.47 1.87 -4.55
C -1.32 -2.35 -1.95
O -1.07 -3.56 -1.87
O -2.21 -1.81 -1.29
H -4.66 -0.05 -6.26
H -2.95 0.37 -6.69
H -3.72 1.13 -5.31
H -3.95 -1.59 -4.58
H -2.46 -1.61 -5.56
H -0.79 0.69 -5.18
H -0.58 -3.30 -4.76
H 0.97 -1.60 -1.37
H 1.66 -0.97 -2.85
H -0.64 0.59 -1.43
H 0.94 0.51 -0.69
H 0.82 2.55 -1.95
H 0.50 1.71 -3.45
H 3.11 2.36 -2.30
H 2.89 0.64 -2.05
H 4.73 1.72 -5.48
O 1.72 -1.23 3.96
P 0.49 -0.79 4.69
O -0.27 0.11 3.55
C -0.87 -0.55 2.43
C -2.18 -1.22 2.80
O 1.17 0.38 5.62
C 2.56 0.34 5.96
C 3.34 1.30 5.09
O -0.81 -0.86 5.68
C -1.25 0.19 6.55
C -1.66 1.47 5.84
H -0.17 -1.28 2.01
H -1.06 0.20 1.67
H -2.02 -2.04 3.50
H -2.67 -1.62 1.91
H -2.85 -0.50 3.29
H 2.95 -0.67 5.90
H 2.64 0.65 7.01
H 3.13 1.13 4.03
H 4.41 1.19 5.25
H 3.06 2.33 5.30
H -0.50 0.39 7.31
H -2.12 -0.21 7.08
H -0.81 1.97 5.39
H -2.12 2.15 6.56
H -2.39 1.26 5.05
```

The calculation puts the energy at -69632.663 eV. The spin multiplicity is 1. The frontier orbital gap comes out at 8.24 eV.

The molecule's Mulliken atomic charges, reported in e, are given here: -1.201 -0.097 -0.363 0.498 -0.591 0.459 -0.050 -0.950 -0.750 -0.520 -0.995 1.271 -0.625 -0.649 -0.473 0.570 -0.647 -0.612 0.351 0.325 0.264 0.444 0.167 0.264 0.179 0.271 0.478 0.456 0.423 0.410 0.325 0.528 0.431 0.410 -0.813 1.209 -0.291 -0.177 -1.085 -0.368 -0.363 -1.111 -0.382 -0.180 -0.889 0.305 0.174 0.295 0.398 0.230 0.365 0.331 0.274 0.380 0.292 0.237 0.352 0.243 0.403 0.170

***

| no. | highest occupied orbital energy (Ha) |
| --- | --- |
| 1 | -0.31127 |
| 2 | -0.04996 |
| 3 | -0.41287 |
| 4 | -0.49842 |
| 5 | -0.39907 |
| 6 | -0.30890 |